*a*
Below is a cluster of 3 separate species, C3H10O3 in total, with properties calculated with ωB97M-V with the def2-TZVPD basis set.

Positions of all 16 atoms, in Å:
1 C 1.53000 -1.72620 1.44429
2 C 1.36383 -0.35136 1.14858
3 C 2.11087 0.33710 0.30096
4 O 2.28689 1.73992 0.14688
5 H 0.56014 -2.17823 1.96833
6 H 1.90053 -2.31149 0.72818
7 H 2.29443 -1.69082 2.34841
8 H 0.52268 0.30268 1.43079
9 H 2.96434 -0.19170 -0.20688
10 H 1.58647 2.18660 0.65416
11 H -2.80843 -0.97906 -2.12570
12 H -1.33099 -0.45599 -1.75679
13 O -1.98591 -1.27418 -1.60808
14 H -3.79540 1.53829 -1.11281
15 H -3.89546 2.90210 -1.75633
16 O -3.30398 2.15234 -1.60397

- Total charge: -1
- ⟨S²⟩: 0.75
- LUMO energy (spin up / spin down): 3.4922 / 3.4286 eV
- Multiplicity: 2

natural (NBO) analysis output, partial charges in e:
1. C -0.609
2. C -0.371
3. C 0.114
4. O -0.736
5. H 0.218
6. H 0.211
7. H 0.193
8. H 0.201
9. H 0.145
10. H 0.462
11. H 0.423
12. H 0.454
13. O -1.073
14. H 0.360
15. H 0.367
16. O -1.360

=====

*b*
Below is a cluster of 3 separate species, C3H10O3 in total, with properties calculated with ωB97M-V with the def2-TZVPD basis set.

Positions of all 16 atoms, in Å:
1 C -1.00552 -1.62491 -0.44467
2 O -1.52571 -0.50699 -1.18551
3 C -0.13849 -1.28330 0.71579
4 C -0.03341 -1.98831 1.83425
5 H -0.46223 -2.29473 -1.11786
6 H -1.90052 -2.16435 -0.12734
7 H -1.49433 0.31396 -0.67213
8 H 0.49798 -0.41629 0.57443
9 H 0.71414 -1.81448 2.60698
10 H -0.55181 -2.92698 2.02777
11 H 3.15255 2.41293 0.31292
12 H 2.51643 1.71380 -0.93042
13 O 2.38491 2.39821 -0.26021
14 H -0.24668 2.77985 -0.05619
15 H 0.56733 1.54913 -0.36241
16 O -0.33376 1.89677 -0.42721

- Total charge: -1
- ⟨S²⟩: 0.75
- LUMO energy (spin up / spin down): 3.6319 / 3.5657 eV
- Multiplicity: 2

natural (NBO) analysis output, partial charges in e:
1. C -0.103
2. O -0.760
3. C -0.246
4. C -0.426
5. H 0.177
6. H 0.156
7. H 0.505
8. H 0.195
9. H 0.192
10. H 0.171
11. H 0.328
12. H 0.325
13. O -1.446
14. H 0.473
15. H 0.486
16. O -1.027

=====

What should be chosen as the least stable of them? Choose *a*.

=====

*a*
Below is a cluster of 6 separate species, H10IO5 in total, with properties calculated with ωB97M-V with the def2-TZVPD basis set.

Positions of all 16 atoms, in Å:
1 I 1.22281 -0.44969 1.16081
2 O -1.94519 1.12931 1.38081
3 H -2.57319 0.60831 0.92981
4 H -1.09319 0.74131 1.28081
5 O 1.40781 3.14231 -0.13119
6 H 0.65481 3.32731 0.41581
7 H 1.70381 2.25931 0.15881
8 O -1.54819 -2.88369 1.55581
9 H -0.79119 -2.32069 1.65281
10 H -1.80119 -2.94669 0.63881
11 O 2.59181 -1.41369 -2.07119
12 H 2.76681 -1.05669 -1.21919
13 H 2.28781 -2.30769 -1.99019
14 O -1.25619 0.53931 -1.39519
15 H -0.81719 1.32031 -1.77219
16 H -0.81019 0.31131 -0.59519

- Total charge: -1
- LUMO energy: 3.3801 eV

natural (NBO) analysis output, partial charges in e:
1. I -0.937
2. O -0.969
3. H 0.466
4. H 0.479
5. O -0.970
6. H 0.468
7. H 0.495
8. O -0.974
9. H 0.498
10. H 0.465
11. O -0.961
12. H 0.491
13. H 0.465
14. O -0.972
15. H 0.474
16. H 0.483

=====

*b*
Below is a cluster of 6 separate species, H10IO5 in total, with properties calculated with ωB97M-V with the def2-TZVPD basis set.

Positions of all 16 atoms, in Å:
1 I -1.38856 0.07525 -0.22731
2 O 1.68344 -0.03975 -1.94931
3 H 1.73944 -0.98975 -1.82731
4 H 0.86444 0.08125 -1.40431
5 O -1.24156 3.17725 -1.60031
6 H -1.37256 2.28325 -1.23231
7 H -0.89356 3.61325 -0.82531
8 O 0.36444 1.54925 2.28869
9 H -0.35456 1.14025 1.79269
10 H 0.95544 1.81325 1.58169
11 O -1.13056 -3.43475 -0.98531
12 H -1.20956 -2.58275 -0.58331
13 H -1.76056 -4.06775 -0.64631
14 O 1.32344 -1.23775 1.94269
15 H 1.89344 -0.48575 2.10669
16 H 0.52744 -0.89475 1.56869

- Total charge: -1
- LUMO energy: 3.2538 eV

natural (NBO) analysis output, partial charges in e:
1. I -0.878
2. O -0.972
3. H 0.459
4. H 0.484
5. O -0.970
6. H 0.484
7. H 0.452
8. O -0.978
9. H 0.485
10. H 0.461
11. O -0.972
12. H 0.497
13. H 0.461
14. O -0.963
15. H 0.467
16. H 0.484

=====

What should be chosen as the least stable of them? Choose *a*.

=====

*a*
Below is a structure of composition C4H12N4O, with properties calculated with ωB97M-V with the def2-TZVPD basis set.

Positions of all 21 atoms, in Å:
1 C -0.80795 -1.04605 0.25282
2 C -1.41387 1.57479 0.21739
3 C 1.85884 -0.00076 -1.16255
4 N -0.75679 0.42298 -0.37370
5 C 1.03936 0.08201 0.11498
6 N -1.16735 -1.96954 -0.76267
7 N 1.60975 0.96854 1.06653
8 O -1.75655 -1.07004 1.29542
9 N 0.52146 -1.05542 0.68147
10 H -1.26988 -0.80910 2.08712
11 H -0.70492 0.41151 -1.38502
12 H -0.55055 -2.77061 -0.74787
13 H -2.13338 -2.26017 -0.68631
14 H 1.67373 0.55601 1.98511
15 H 2.43863 1.47470 0.78982
16 H -1.00496 1.76917 1.20811
17 H -1.29211 2.45010 -0.42299
18 H -2.48008 1.37319 0.31956
19 H 2.61336 -0.77805 -1.04791
20 H 1.24391 -0.27227 -2.01948
21 H 2.33935 0.94901 -1.40983

- LUMO energy: 0.8882 eV

natural (NBO) analysis output, partial charges in e:
1. C 0.685
2. C -0.418
3. C -0.686
4. N -0.549
5. C 0.578
6. N -0.878
7. N -0.841
8. O -0.745
9. N -0.849
10. H 0.488
11. H 0.396
12. H 0.390
13. H 0.372
14. H 0.400
15. H 0.371
16. H 0.211
17. H 0.205
18. H 0.209
19. H 0.244
20. H 0.217
21. H 0.200

=====

*b*
Below is a cluster of 2 separate species, C4H12N4O in total, with properties calculated with ωB97M-V with the def2-TZVPD basis set.

Positions of all 21 atoms, in Å:
1 H -1.76385 2.42025 0.07993
2 N -0.81481 2.04785 0.14624
3 C -0.82953 0.76021 0.31419
4 C -2.16631 0.05813 0.46173
5 N 0.37399 0.08629 0.78129
6 C 1.56164 0.84455 1.14518
7 N 0.28741 -1.29092 1.10099
8 H -2.91537 0.72010 0.90282
9 H -2.51351 -0.22300 -0.53653
10 H -2.16195 -0.87536 1.02625
11 H 1.39347 1.90051 1.36962
12 H 2.07891 0.40420 2.00294
13 H 2.27026 0.87869 0.31135
14 H 0.65976 -1.49630 2.02952
15 H 0.93270 -1.79861 0.47678
16 N -0.12306 -0.71162 -2.00765
17 C 1.26265 -0.71289 -1.80971
18 O 1.87725 -1.64161 -1.29600
19 H -0.62929 -1.40376 -1.46291
20 H -0.54760 0.00451 -2.58211
21 H 1.76723 0.02879 -2.45389

- SMILES string: [H]/N=C(\C)N(C)N.NC=O
- LUMO energy: 0.9390 eV

natural (NBO) analysis output, partial charges in e:
1. H 0.340
2. N -0.745
3. C 0.472
4. C -0.699
5. N -0.321
6. C -0.425
7. N -0.669
8. H 0.228
9. H 0.213
10. H 0.246
11. H 0.234
12. H 0.197
13. H 0.189
14. H 0.346
15. H 0.376
16. N -0.839
17. C 0.539
18. O -0.627
19. H 0.408
20. H 0.409
21. H 0.125

=====

What should be chosen as the least stable of them? Choose *a*.

=====

*a*
Below is a cluster of 2 separate species, CH4INS in total, with properties calculated with ωB97M-V with the def2-TZVPD basis set.

Positions of all 8 atoms, in Å:
1 C 0.62115 -0.16466 1.78097
2 N 0.31956 -0.20237 0.39139
3 S -0.73737 -1.18214 -0.18596
4 H 0.34363 0.82743 2.15262
5 H 0.11756 -0.93139 2.38176
6 H 1.70563 -0.24915 1.89313
7 I -0.54819 0.55677 -4.44698
8 H -1.82196 1.34552 -3.96694

- SMILES string: CN=S.I
- LUMO energy: -1.0179 eV

natural (NBO) analysis output, partial charges in e:
1. C -0.470
2. N -0.503
3. S 0.336
4. H 0.228
5. H 0.185
6. H 0.224
7. I -0.094
8. H 0.094

=====

*b*
Below is a cluster of 2 separate species, CH4INS in total, with properties calculated with ωB97M-V with the def2-TZVPD basis set.

Positions of all 8 atoms, in Å:
1 C -0.06154 1.53607 1.31085
2 N -0.81897 -1.49649 -1.48109
3 S 0.52774 -0.79084 -1.57200
4 I 2.22370 -2.39675 -0.63639
5 H -0.27895 0.95797 2.15366
6 H -0.93424 2.02567 0.93172
7 H 0.78949 2.14139 1.49162
8 H -1.44722 -1.97702 -2.19838

- LUMO energy (spin up / spin down): -1.6885 / -0.7857 eV

natural (NBO) analysis output, partial charges in e:
1. C -0.465
2. N -0.949
3. S 0.697
4. I -0.167
5. H 0.153
6. H 0.157
7. H 0.156
8. H 0.418

=====

What should be chosen as the least stable of them? Choose *b*.

=====

*a*
Below is an isolated molecule of H4N2, with properties calculated with ωB97M-V with the def2-TZVPD basis set.

Positions of all 6 atoms, in Å:
1 N -0.62037 -0.20146 0.12171
2 N 0.75595 -0.27073 -0.19974
3 H -1.03250 0.93702 -0.16329
4 H -1.06007 -0.96699 -0.52690
5 H 1.06489 -0.43890 0.87877
6 H 0.89210 0.94107 -0.11054

- SMILES string: NN
- LUMO energy: 0.8022 eV

natural (NBO) analysis output, partial charges in e:
1. N -0.695
2. N -0.618
3. H 0.323
4. H 0.347
5. H 0.331
6. H 0.313

=====

*b*
Below is an isolated molecule of H4N2, with properties calculated with ωB97M-V with the def2-TZVPD basis set.

Positions of all 6 atoms, in Å:
1 N -0.67556 -0.07534 0.05402
2 N 0.78262 -0.10146 -0.24681
3 H -1.11738 0.86511 -0.14372
4 H -1.27025 -0.84983 -0.40682
5 H 1.22841 -0.68711 0.60612
6 H 1.05216 0.84863 0.13721

- SMILES string: NN
- LUMO energy: 1.2999 eV

natural (NBO) analysis output, partial charges in e:
1. N -0.735
2. N -0.645
3. H 0.353
4. H 0.359
5. H 0.331
6. H 0.337

=====

What should be chosen as the least stable of them? Choose *a*.

=====

*a*
Below is a cluster of 2 separate species, C3H9N3O2 in total, with properties calculated with ωB97M-V with the def2-TZVPD basis set.

Positions of all 17 atoms, in Å:
1 C -0.91084 -0.99170 -1.06993
2 C -1.12753 0.82364 1.37519
3 C 0.94831 -0.03767 -0.33126
4 N 1.79151 -0.05279 0.73592
5 N 1.44928 0.65243 -1.41476
6 O -0.67774 1.01082 0.07987
7 O -1.84573 -1.93420 -0.97573
8 N 0.24287 -1.20849 -0.50859
9 H -1.53222 -2.58570 -0.32620
10 H -1.18852 -0.22822 -1.79175
11 H 1.80307 1.56090 -1.14244
12 H 2.62594 0.51271 0.69120
13 H 1.43562 -0.57947 1.51885
14 H 0.77353 0.75566 -2.15745
15 H -1.28418 -0.24832 1.62387
16 H -0.41890 1.21464 2.12985
17 H -2.08445 1.33573 1.56335

- LUMO energy: 0.8749 eV

natural (NBO) analysis output, partial charges in e:
1. C 0.535
2. C -0.250
3. C 0.721
4. N -0.812
5. N -0.813
6. O -0.781
7. O -0.644
8. N -0.650
9. H 0.495
10. H 0.179
11. H 0.382
12. H 0.401
13. H 0.416
14. H 0.385
15. H 0.123
16. H 0.141
17. H 0.172

=====

*b*
Below is a cluster of 2 separate species, C3H9N3O2 in total, with properties calculated with ωB97M-V with the def2-TZVPD basis set.

Positions of all 17 atoms, in Å:
1 H 0.02093 -0.80275 -2.19652
2 N -0.77269 -0.28287 -1.82302
3 C -0.75166 -0.27588 -0.54365
4 N -1.90498 -0.03234 0.14719
5 N 0.29700 -0.74992 0.31522
6 C 1.67491 -0.75257 -0.19831
7 O 0.03041 -2.12330 0.61409
8 H -2.57699 0.45859 -0.43384
9 H -1.78197 0.46892 1.02524
10 H 2.33725 -1.27088 0.49833
11 H 2.02592 0.28047 -0.23200
12 H 1.76726 -1.21086 -1.18416
13 H -0.93925 -2.15212 0.74277
14 C 0.20227 2.19547 0.88785
15 O -0.79064 2.77880 1.29687
16 H 0.45254 0.93639 1.12768
17 H 0.70969 2.53484 -0.04374

- SMILES string: [H]/N=C(/N)N(C)O.C=O
- LUMO energy: 0.4072 eV

natural (NBO) analysis output, partial charges in e:
1. H 0.343
2. N -0.689
3. C 0.529
4. N -0.820
5. N -0.228
6. C -0.427
7. O -0.569
8. H 0.404
9. H 0.398
10. H 0.230
11. H 0.207
12. H 0.187
13. H 0.479
14. C 0.225
15. O -0.529
16. H 0.153
17. H 0.107

=====

What should be chosen as the least stable of them? Choose *b*.